Model one:
28
Properties=species:S:1:pos:R:3 method="wB97M-V/def2-TZVPD" charge=+1 gap_ha=0.294
N -3.05 0.76 -1.12
N -1.34 0.50 0.69
N -1.78 2.58 -0.34
C -1.99 1.15 -0.36
C -0.85 3.43 0.49
C 0.78 -2.48 0.07
C 0.62 -2.12 -1.26
C 2.17 -0.25 -0.89
C 1.53 -1.67 2.38
C 1.52 -1.68 0.92
C 2.43 -0.72 0.40
C 1.19 -0.92 -1.61
H -1.48 4.41 0.51
H 0.23 -3.34 0.50
H 2.52 -1.68 2.87
H -3.86 1.45 -1.12
H -1.67 3.11 -1.21
H 0.91 -0.55 -2.64
H -0.34 0.59 0.82
H -0.46 3.14 1.48
H -3.63 -0.19 -1.12
H -1.60 -0.32 0.97
H 2.66 0.59 -1.26
H 3.09 -0.16 1.12
H 0.11 3.79 0.10
H -0.03 -2.70 -1.95
H 1.15 -2.79 2.80
H 1.00 -0.70 2.71

=====

Model two:
28
Properties=species:S:1:pos:R:3 method="wB97M-V/def2-TZVPD" charge=+1 gap_ha=0.333
N -1.65 0.58 -1.83
N -2.65 -1.51 -1.54
N -0.39 -1.40 -1.95
C -1.54 -0.75 -1.77
C 1.06 1.88 1.02
C -0.28 1.59 1.26
C 1.74 -0.40 1.58
C -0.41 1.41 -1.95
C 2.05 0.96 1.28
C 0.38 -0.67 1.78
C 2.84 -1.37 1.74
C -0.63 0.28 1.57
H 0.02 1.58 -0.96
H 0.36 1.08 -2.63
H 1.38 2.88 0.76
H -1.10 2.29 1.22
H -2.42 -2.49 -1.56
H -0.85 2.34 -2.28
H -1.66 0.00 1.70
H 3.38 -1.67 0.84
H -2.51 0.95 -1.47
H 3.66 -1.03 2.40
H 2.38 -2.26 2.17
H 0.36 -0.77 -2.17
H 3.07 1.34 1.39
H -0.33 -2.35 -2.24
H 0.04 -1.68 1.98
H -3.35 -1.17 -0.91

=====

Preferred: model two; penalty for the next structure: 0.1113 hartree.

=====

Model one:
102
Properties=species:S:1:pos:R:3 method="wB97M-V/def2-TZVPD" smiles=COC[C@H](C)N.COC[C@H](C)N.COC[C@H](C)N.COC[C@H](C)N.COC[C@H](C)N.COC[C@H](C)N gap_ha=0.354
O 32.28 16.82 25.97
O 40.57 22.60 28.12
O 34.04 21.94 25.78
O 35.50 19.06 22.71
O 35.83 13.49 31.04
O 40.09 17.81 20.48
N 37.19 18.84 25.79
N 36.24 24.88 25.15
N 39.16 24.18 25.85
N 33.90 17.32 29.28
N 40.69 21.15 19.18
N 36.86 16.30 28.87
C 37.48 14.05 28.54
C 39.99 22.29 24.33
C 40.73 20.12 20.16
C 39.67 22.81 25.78
C 36.80 17.04 24.11
C 33.31 17.31 26.79
C 40.95 22.89 26.73
C 41.54 22.08 28.95
C 39.83 20.53 21.35
C 36.44 14.74 30.76
C 35.13 22.87 25.91
C 40.20 18.80 19.55
C 36.48 14.89 29.21
C 36.99 18.57 24.38
C 33.89 21.08 26.85
C 34.28 19.72 22.11
C 35.16 23.92 24.75
C 35.35 23.25 23.44
C 39.40 16.58 20.19
C 35.78 19.50 24.02
C 31.53 17.58 28.62
C 36.02 13.02 32.25
C 32.89 17.00 28.20
C 32.63 16.81 24.55
H 41.16 22.14 29.90
H 35.73 11.92 32.23
H 34.44 16.64 26.57
H 42.47 22.50 29.01
H 39.18 24.35 26.91
H 37.35 16.55 24.64
H 35.58 24.06 22.78
H 40.58 22.78 23.84
H 33.11 15.81 24.34
H 38.39 14.46 28.66
H 34.50 20.22 26.88
H 36.36 25.66 24.56
H 34.77 16.77 28.93
H 40.14 21.32 21.94
H 35.83 16.63 24.47
H 33.45 16.76 30.11
H 33.81 19.35 21.20
H 40.15 21.28 24.38
H 33.39 18.36 26.72
H 36.83 16.89 23.20
H 39.06 22.15 26.26
H 37.49 14.75 31.26
H 34.52 22.58 23.16
H 33.50 19.41 22.81
H 32.78 20.78 26.82
H 38.05 18.91 23.84
H 36.29 22.66 23.73
H 35.96 20.58 24.17
H 33.31 17.41 24.33
H 31.70 16.85 24.11
H 31.36 17.25 29.45
H 37.42 19.79 25.93
H 34.32 24.45 24.89
H 38.80 20.73 21.24
H 37.48 12.96 28.92
H 39.13 18.91 19.22
H 38.34 24.25 25.48
H 31.77 18.74 28.63
H 39.17 22.61 23.72
H 36.01 22.30 26.12
H 41.12 22.08 19.68
H 41.51 22.13 26.61
H 41.92 21.08 28.53
H 36.50 18.64 26.35
H 35.42 14.57 28.98
H 41.70 19.72 20.61
H 30.74 17.49 27.94
H 36.76 16.64 27.98
H 39.51 19.71 22.03
H 34.14 21.62 27.89
H 35.74 13.63 33.04
H 36.04 15.70 31.16
H 40.60 18.49 18.66
H 35.11 23.40 26.79
H 37.04 12.77 32.48
H 34.38 20.78 21.97
H 39.40 16.47 19.18
H 32.79 16.00 28.46
H 41.36 23.82 26.76
H 34.92 19.46 24.61
H 37.79 16.49 29.22
H 41.53 21.04 18.62
H 37.48 13.86 27.33
H 39.84 15.81 20.84
H 38.36 16.86 20.59
H 35.83 25.40 26.10

=====

Model two:
102
Properties=species:S:1:pos:R:3 method="wB97M-V/def2-TZVPD" gap_ha=0.291
O 1.49 5.49 -1.35
O -2.30 -2.86 -4.61
O 0.82 -3.01 1.31
O -0.24 -0.09 5.36
O 0.02 2.39 -3.46
O 0.29 0.07 1.89
N -0.99 0.02 -1.67
N 2.25 -2.84 -1.18
N 0.40 1.18 8.05
N -2.71 -1.22 -1.41
N 0.59 -0.08 -6.02
N -0.66 4.80 1.36
C -1.33 -0.18 8.95
C -0.74 0.17 4.06
C -2.07 -2.11 -2.37
C -1.81 -3.46 -1.74
C -1.16 0.14 6.42
C 0.78 3.54 -3.09
C -0.47 0.03 7.76
C 2.62 -3.93 -0.28
C 0.67 1.79 -4.49
C -0.41 -0.55 -0.44
C 0.77 -1.47 -0.75
C 0.57 1.17 2.75
C 1.50 6.02 -2.65
C 4.04 -4.13 -0.43
C 0.55 -2.51 2.60
C 0.25 4.91 -1.01
C 0.08 -0.69 -3.87
C -0.05 0.42 -4.85
C 0.52 2.85 0.35
C 0.38 4.43 0.43
C -0.10 0.47 0.59
C -2.98 -2.23 -3.58
C -2.98 -4.10 -4.85
C 2.17 -3.53 1.17
H -2.24 0.43 8.93
H -0.15 -0.18 3.22
H 0.24 -0.80 7.73
H 0.78 -1.45 2.70
H -1.03 5.74 1.36
H -0.21 1.99 8.08
H -1.61 -1.23 8.99
H -2.98 -4.63 -3.90
H 0.71 2.50 -5.32
H 0.58 -2.19 -1.55
H 1.34 4.79 0.78
H -0.35 4.71 2.32
H 0.02 -0.88 -6.27
H -1.18 -1.20 -0.02
H 1.60 1.50 2.72
H 0.11 4.34 -2.77
H -0.13 1.99 2.60
H -0.24 -1.66 -4.25
H -0.61 1.25 4.03
H -0.45 0.71 -2.18
H -0.50 -2.66 2.83
H -0.47 5.71 -1.18
H 1.72 1.53 -4.43
H 1.69 -1.03 -1.14
H -2.70 -3.88 -1.27
H 0.99 -2.10 0.11
H -2.58 -4.67 -5.69
H 2.42 -2.09 -0.53
H -0.66 -0.52 -3.09
H -0.90 -0.69 -2.38
H -1.93 -0.63 6.38
H 1.09 -0.82 -3.47
H 0.69 1.10 0.18
H 4.38 -5.08 -0.02
H 4.33 -4.15 -1.48
H 2.91 -2.80 1.49
H 0.73 6.70 -2.99
H -0.38 2.33 0.05
H 0.60 0.65 -6.71
H -1.10 0.64 -5.03
H 1.46 4.00 -3.80
H 0.55 2.61 1.42
H 2.48 6.47 -2.80
H 1.30 3.26 -2.17
H -1.13 -1.60 -2.57
H -1.74 1.05 6.31
H 1.51 5.16 -3.32
H 1.06 -3.11 3.36
H -2.98 -0.30 -1.72
H 1.43 2.56 -0.17
H -0.16 4.13 -1.66
H 2.27 -4.41 1.79
H -1.11 -3.26 -0.93
H 0.46 0.75 3.75
H 1.24 -2.83 -1.22
H 4.59 -3.36 0.10
H -2.21 -0.98 -0.56
H -1.49 -4.25 -2.43
H -3.13 -1.18 -3.82
H 0.93 1.33 7.20
H 1.94 -4.69 -0.66
H -0.81 -0.03 9.89
H -0.98 1.10 0.72
H -4.02 -2.41 -3.32
H -4.02 -3.94 -5.15
H -1.73 -0.28 3.94

=====

Preferred: model one; penalty for the next structure: 0.4390 hartree.

=====

Model one:
21
Properties=species:S:1:pos:R:3 method="wB97M-V/def2-TZVPD" charge=+1 gap_ha=0.342
S 2.65 3.06 1.92
S 2.50 1.46 0.81
O -1.60 -1.59 2.56
N -0.15 -0.80 0.51
N -1.18 -1.36 -1.78
C 0.57 0.00 -0.71
C 0.88 1.49 -0.29
C -0.46 -0.13 -1.92
H -2.54 -1.27 2.43
H -0.05 1.83 0.05
H 1.31 1.94 -1.32
H 3.32 3.87 1.22
H 0.23 -0.24 -2.86
H -0.24 -1.86 0.39
H -1.40 -2.02 -2.57
H 0.37 -0.75 1.47
H 1.62 -0.40 -0.90
H -1.12 -0.50 0.68
H -1.98 -1.45 -1.15
H -1.21 0.75 -2.01
H -1.52 -2.00 3.47

=====

Model two:
21
Properties=species:S:1:pos:R:3 method="wB97M-V/def2-TZVPD" charge=+1 gap_ha=0.152
S -0.74 -0.63 1.19
S -0.38 1.27 0.76
O -1.22 -0.46 -1.88
N -3.52 1.36 2.17
N 2.34 1.17 -1.48
C 2.23 -0.09 -0.72
C 2.13 -1.40 -1.42
C 1.56 -2.46 -0.84
H 1.62 1.80 -1.18
H -4.06 2.22 2.22
H 1.45 -3.38 -1.40
H -1.45 0.17 -1.19
H 1.08 -2.36 0.13
H 3.28 1.54 -1.45
H -3.58 1.06 3.14
H -2.06 -0.77 0.89
H 1.32 0.04 -0.10
H -2.57 1.70 2.03
H 3.07 -0.09 -0.01
H 2.42 -1.29 -2.46
H -1.43 -0.07 -2.73

=====

Preferred: model one; penalty for the next structure: 0.1221 hartree.

=====

Model one:
11
Properties=species:S:1:pos:R:3 method="wB97M-V/def2-TZVPD" charge=-1 gap_ha=0.247
S 3.04 -0.15 -0.10
S -0.02 -1.68 -0.63
C -0.87 -0.05 -0.77
C -0.94 0.64 0.58
H 2.57 -0.41 1.13
H -1.44 1.61 0.51
H 1.26 -1.13 -0.40
H -0.26 0.54 -1.46
H 0.05 0.78 1.01
H -1.86 -0.22 -1.19
H -1.52 0.07 1.32

=====

Model two:
11
Properties=species:S:1:pos:R:3 method="wB97M-V/def2-TZVPD" charge=-1 gap_ha=0.233
S -2.17 0.26 -1.90
S 0.89 0.47 0.04
C 0.77 -0.69 1.47
C 1.99 -0.66 2.41
H -0.15 -0.41 1.98
H 1.89 -1.28 3.31
H 2.10 0.36 2.77
H 0.61 -1.68 1.04
H -1.09 0.28 -1.01
H 2.80 -1.02 1.79
H -1.42 -0.34 -2.88

=====

Preferred: model one; penalty for the next structure: 0.0113 hartree.